{"formula": "C20H60F4InN2O18S4", "method": "ωB97M-V with the def2-TZVPD basis set", "e_above_lowest_kj_mol": 0.0, "homo_energy_ev": -12.010, "homo_lumo_gap_ev": 2.011, "charge": 1, "symbols": ["In", "N", "S", "O", "O", "F", "S", "O", "O", "F", "N", "S", "O", "O", "F", "S", "O", "O", "F", "C", "C", "O", "H", "H", "H", "H", "H", "H", "C", "C", "O", "H", "H", "H", "H", "H", "H", "C", "C", "O", "H", "H", "H", "H", "H", "H", "C", "C", "O", "H", "H", "H", "H", "H", "H", "C", "C", "O", "H", "H", "H", "H", "H", "H", "C", "C", "O", "H", "H", "H", "H", "H", "H", "C", "C", "O", "H", "H", "H", "H", "H", "H", "C", "C", "O", "H", "H", "H", "H", "H", "H", "C", "C", "O", "H", "H", "H", "H", "H", "H", "C", "C", "O", "H", "H", "H", "H", "H", "H"], "positions_angstrom": [[2.1341, -0.2621, 2.3432], [4.3329, 0.8125, 0.9688], [4.9836, 0.6450, -0.4015], [6.0030, -0.3644, -0.4684], [5.2026, 1.7790, -1.2439], [3.7281, -0.1052, -1.0688], [5.6403, 1.7116, 1.6775], [5.5878, 3.1007, 1.2965], [6.8629, 1.0318, 1.9616], [4.9024, 1.7050, 3.1201], [0.6003, 0.2178, 0.1248], [0.4791, 1.6027, -0.7993], [-0.1496, 2.7069, -0.1558], [0.3413, 1.4996, -2.2243], [2.0575, 1.9141, -0.6522], [-0.5409, -0.5772, -0.6015], [-0.0959, -1.3456, -1.7365], [-1.8913, -0.0721, -0.6291], [-0.6610, -1.7428, 0.4990], [-2.5100, 6.1130, -0.3732], [-2.2813, 5.1702, 0.8117], [-2.7049, 3.8707, 0.4029], [-2.0234, 5.7488, -1.2775], [-2.0640, 7.0933, -0.1869], [-3.5815, 6.2243, -0.5182], [-2.9886, 5.4784, 1.5873], [-1.2807, 5.1582, 1.2454], [-1.8891, 3.3641, 0.2850], [0.2493, -4.6919, 3.9393], [0.6865, -3.8999, 2.7061], [0.3976, -2.5173, 2.9888], [0.6074, -5.7177, 3.8435], [-0.8406, -4.6409, 3.8920], [0.5649, -4.2643, 4.8873], [0.2444, -4.2757, 1.7838], [1.7730, -3.8785, 2.6020], [-0.5603, -2.4433, 3.1764], [-2.7152, -1.8814, -3.5174], [-4.1985, -1.5032, -3.3954], [-4.7270, -2.3458, -2.3504], [-2.6595, -2.6209, -4.3205], [-2.3212, -2.3358, -2.6175], [-2.2133, -0.9691, -3.8365], [-4.8008, -1.5601, -4.2988], [-4.2540, -0.5345, -2.8847], [-5.6447, -2.5594, -2.5440], [2.1146, 5.0193, 1.6757], [2.5433, 3.5779, 1.8699], [1.5445, 2.7170, 2.4564], [1.8134, 5.5210, 2.5983], [1.2449, 5.0543, 1.0143], [2.9285, 5.5746, 1.2138], [3.4267, 3.4449, 2.4962], [2.8721, 3.2238, 0.8895], [0.8509, 3.3552, 2.6631], [-3.8420, -5.3586, 0.5047], [-2.9789, -4.2131, -0.0483], [-3.5590, -3.0053, 0.4788], [-3.6192, -5.5666, 1.5528], [-3.6569, -6.2823, -0.0480], [-4.8969, -5.1010, 0.4483], [-3.0560, -4.0613, -1.1255], [-1.9212, -4.3550, 0.1859], [-3.9304, -2.4908, -0.2471], [4.8647, 2.7386, -4.3830], [4.3550, 3.9968, -3.7314], [3.1929, 3.7189, -2.9659], [4.1927, 2.4737, -5.2036], [4.9455, 1.9540, -3.6331], [5.8080, 2.8562, -4.9194], [4.1121, 4.8059, -4.4213], [5.1475, 4.4843, -3.1477], [3.4356, 3.1897, -2.1942], [2.5091, -3.0652, -1.7047], [2.1329, -3.3953, -0.2555], [2.9463, -2.5672, 0.6008], [1.7730, -3.5352, -2.3677], [3.5220, -3.3521, -1.9749], [2.2734, -2.0326, -1.9615], [2.3782, -4.4147, 0.0454], [1.0824, -3.1620, -0.1044], [3.8080, -2.9929, 0.6663], [0.0678, -0.4174, -6.0900], [0.5496, 0.7372, -5.1687], [-0.5012, 1.5926, -4.8325], [-0.8966, -0.7846, -5.7460], [0.7750, -1.2379, -5.9787], [-0.0202, -0.0267, -7.1010], [1.3929, 1.2603, -5.6452], [0.9385, 0.3191, -4.2352], [-0.3765, 1.9246, -3.9273], [-3.2811, -2.1199, 5.3206], [-3.6852, -2.5567, 3.9381], [-2.5036, -2.5724, 3.1298], [-4.2329, -2.0412, 5.8527], [-2.7202, -1.1854, 5.3515], [-2.6205, -2.7636, 5.9053], [-4.4895, -1.8942, 3.6154], [-3.9834, -3.6065, 3.9995], [-2.7451, -2.8209, 2.2179], [-2.7793, 1.3489, 3.7411], [-1.6937, 1.3195, 2.6537], [-1.0073, 0.0587, 2.7278], [-2.3971, 1.2022, 4.7522], [-3.4912, 0.5292, 3.6067], [-3.4469, 2.2119, 3.7475], [-1.0337, 2.1806, 2.6994], [-2.2245, 1.3348, 1.6936], [-1.7336, -0.5858, 2.8081]], "atomic_forces_ev_per_a": [[-1.05, -0.18, -1.73], [0.77, 2.43, 3.13], [0.18, -4.78, -6.72], [-0.37, 0.67, 0.61], [-0.49, 0.59, 1.02], [0.40, 0.56, 0.28], [-0.50, 1.87, 4.08], [0.15, -1.95, -0.13], [-1.19, 0.25, -1.06], [0.13, -0.16, -0.60], [-0.03, 2.29, -1.11], [3.70, 2.81, 0.13], [-0.13, -0.68, 0.26], [-0.36, -0.86, 1.38], [-1.02, 0.05, -0.03], [-3.48, -6.36, -0.39], [0.10, 1.28, 0.56], [1.60, 0.90, 0.09], [0.27, 0.50, 0.03], [0.80, 0.33, 0.27], [-1.30, 0.12, -0.36], [0.66, -0.26, 0.49], [-0.17, -0.22, -0.01], [-0.19, 0.07, 0.18], [0.04, -0.02, -0.21], [0.23, 0.02, 0.21], [0.16, 0.06, -0.28], [-0.32, -0.15, -0.28], [-0.44, -0.08, -0.96], [1.12, 0.58, 1.34], [0.20, 0.41, -0.33], [-0.21, -0.06, 0.15], [-0.05, -0.45, 0.38], [0.28, 0.11, -0.15], [-0.23, 0.22, 0.02], [-0.02, -0.42, -0.17], [-0.05, 0.30, -0.17], [-1.29, 0.09, -1.63], [0.74, 0.23, 2.43], [-0.57, -0.92, -0.09], [0.41, -0.03, 0.05], [0.01, 0.38, 0.21], [0.55, -0.22, 0.21], [0.22, 0.06, -0.09], [-0.06, 0.41, -0.99], [0.02, 0.01, 0.11], [-0.55, -0.29, 0.35], [1.51, -0.07, -0.20], [-0.11, 0.21, -0.52], [0.23, -0.04, 0.12], [0.11, 0.00, -0.18], [0.00, 0.03, 0.03], [-0.11, 0.61, 0.10], [-0.45, -0.33, 0.17], [-0.43, -0.63, 0.28], [0.62, -0.18, -0.44], [-1.59, 0.13, -0.26], [0.89, 0.20, 0.81], [0.11, 0.15, 0.03], [-0.08, -0.01, 0.02], [0.01, 0.02, -0.20], [0.06, -0.77, -0.13], [0.01, 0.39, 0.33], [0.03, 0.01, -0.17], [0.04, -0.15, -1.05], [0.27, 0.79, 0.19], [0.02, 0.34, 0.12], [-0.33, -0.35, 0.37], [0.04, -0.10, -0.23], [0.25, 0.25, 0.48], [-0.43, -0.40, -0.32], [-0.02, -0.43, 0.56], [0.17, -0.07, -0.14], [-1.22, -0.27, -0.23], [0.82, 0.35, -0.89], [-0.29, 0.90, 0.89], [0.31, -0.63, 0.06], [0.00, 0.07, 0.01], [0.58, 0.22, 0.52], [-0.46, -0.20, -0.35], [0.12, -0.02, 0.28], [0.11, 0.21, 0.10], [0.15, 1.04, 0.66], [-0.19, -1.31, 0.51], [-0.25, 0.44, -0.25], [-0.08, 0.12, -0.01], [0.15, 0.06, -0.44], [0.03, -0.44, -0.16], [-0.08, 0.24, -0.09], [0.22, -0.06, -0.06], [0.02, -0.17, -0.36], [-0.12, 0.19, 0.78], [1.24, -0.94, 0.91], [0.24, 0.69, -0.79], [0.30, 0.32, 0.40], [-0.49, 0.39, -0.31], [-0.24, -0.64, -0.42], [0.17, -0.15, -0.64], [-0.71, 0.22, -0.10], [-0.23, 0.23, -0.14], [-0.39, -0.19, 0.22], [-1.55, -0.39, 0.49], [0.41, 0.84, -0.20], [0.32, 0.24, -0.06], [0.19, -0.24, -0.29], [0.47, 0.34, -0.23], [0.37, -0.35, 0.07], [0.19, 0.24, -0.19], [0.35, -0.47, 0.10]]}